{"formula": "C27H32AsN2O3S2W", "method": "the ωB97M-V functional and the def2-TZVPD basis", "symbols": ["W", "C", "C", "C", "C", "C", "C", "C", "C", "C", "C", "H", "H", "H", "H", "H", "H", "H", "H", "H", "H", "H", "H", "H", "H", "N", "C", "C", "C", "C", "C", "C", "C", "H", "H", "H", "H", "H", "O", "C", "N", "S", "O", "O", "C", "C", "C", "C", "C", "C", "H", "H", "H", "H", "C", "As", "C", "C", "S", "H", "H", "H", "H", "H", "H", "H", "H", "H"], "coordinates": [[0.277, 0.669, 0.616], [3.294, 3.110, -1.586], [3.324, 1.703, -0.997], [2.892, 0.664, -2.048], [2.515, 1.551, 0.280], [1.712, 2.605, 0.832], [1.227, 2.532, 2.145], [1.219, 1.300, 2.827], [0.674, 1.163, 4.212], [1.941, 0.205, 2.247], [2.663, 0.377, 1.051], [4.021, 3.162, -2.394], [3.581, 3.866, -0.853], [2.315, 3.353, -2.002], [4.358, 1.472, -0.718], [1.850, 0.809, -2.331], [3.033, -0.355, -1.687], [3.501, 0.788, -2.942], [1.707, 3.559, 0.320], [0.827, 3.414, 2.627], [1.468, 1.384, 4.931], [0.336, 0.145, 4.404], [-0.143, 1.860, 4.387], [2.130, -0.665, 2.863], [3.408, -0.359, 0.770], [0.620, -1.013, -0.314], [0.992, -2.078, -0.595], [1.547, -3.345, -0.768], [1.886, -3.876, -2.026], [2.516, -5.100, -2.092], [2.799, -5.809, -0.928], [2.441, -5.298, 0.320], [1.816, -4.077, 0.415], [1.656, -3.315, -2.923], [2.790, -5.511, -3.054], [3.296, -6.767, -0.991], [2.657, -5.864, 1.216], [1.527, -3.662, 1.373], [-0.049, 1.733, -1.176], [-1.301, 1.825, -0.918], [-1.738, 0.787, -0.148], [-2.524, 1.420, 1.259], [-1.298, 2.142, 1.707], [-3.546, 2.437, 0.591], [-3.294, 3.178, -0.554], [-4.177, 4.167, -0.916], [-3.895, 4.932, -2.041], [-2.731, 4.722, -2.779], [-1.846, 3.735, -2.409], [-2.132, 2.928, -1.295], [-5.064, 4.336, -0.319], [-4.591, 5.704, -2.338], [-2.538, 5.324, -3.655], [-0.951, 3.541, -2.984], [-4.152, -1.892, 1.716], [-2.379, -2.097, 0.962], [-2.608, -2.084, -0.975], [-1.889, -3.923, 1.413], [-1.051, -0.826, 2.167], [-4.771, -2.729, 1.389], [-4.611, -0.962, 1.387], [-4.090, -1.903, 2.803], [-2.787, -3.118, -1.270], [-1.750, -1.684, -1.500], [-3.488, -1.486, -1.202], [-2.695, -4.590, 1.106], [-1.752, -4.004, 2.491], [-0.971, -4.211, 0.903]], "charge": 3, "orbital_gap_ev": [7.157, 6.527], "spin_multiplicity": 3, "e_homo_ev": [-16.56, -17.28]}

{"formula": "C27H32BrN2OS", "method": "the ωB97M-V functional and the def2-TZVPD basis", "symbols": ["C", "S", "C", "C", "C", "C", "C", "C", "C", "Br", "C", "C", "O", "H", "H", "H", "H", "H", "H", "H", "H", "H", "H", "H", "C", "N", "C", "C", "C", "C", "C", "C", "C", "C", "C", "C", "N", "C", "C", "C", "C", "C", "C", "H", "H", "H", "H", "H", "H", "H", "H", "H", "H", "H", "H", "H", "H", "H", "H", "H", "H", "H", "H", "H"], "coordinates": [[3.634, 3.110, 2.068], [2.813, 1.768, 1.148], [2.804, 0.579, 2.528], [1.176, 2.219, 1.142], [0.628, 2.812, -0.021], [-0.812, 3.300, 0.034], [-1.509, 3.497, 1.232], [-2.864, 3.871, 1.193], [-3.508, 4.041, -0.041], [-5.387, 4.328, -0.127], [-2.772, 3.944, -1.238], [-1.427, 3.590, -1.192], [1.307, 2.916, -1.081], [4.687, 2.807, 2.154], [3.521, 4.021, 1.469], [3.152, 3.198, 3.054], [3.777, 0.065, 2.503], [2.679, 1.149, 3.462], [1.973, -0.122, 2.363], [0.595, 2.023, 2.039], [-0.947, 3.337, 2.156], [-3.388, 4.011, 2.131], [-3.258, 4.136, -2.187], [-0.853, 3.508, -2.118], [3.447, -4.147, 3.466], [3.203, -4.532, 2.077], [3.367, -5.946, 1.786], [2.710, -3.626, 1.152], [3.477, -2.464, 0.851], [2.932, -1.469, 0.082], [1.567, -1.547, -0.347], [0.985, -0.399, -0.917], [-0.345, -0.249, -1.407], [-0.525, 0.471, -2.621], [-1.777, 0.629, -3.155], [-2.924, 0.216, -2.429], [-4.183, 0.465, -2.968], [-4.687, -0.304, -4.100], [-5.195, 1.198, -2.230], [-2.767, -0.457, -1.193], [-1.497, -0.725, -0.721], [0.874, -2.783, -0.185], [1.450, -3.816, 0.525], [3.657, -3.071, 3.532], [2.569, -4.356, 4.110], [4.307, -4.725, 3.838], [3.687, -6.080, 0.742], [4.155, -6.332, 2.453], [2.440, -6.526, 1.931], [4.500, -2.395, 1.227], [3.543, -0.620, -0.234], [1.667, 0.457, -1.037], [0.354, 0.901, -3.104], [-1.931, 1.146, -4.104], [-3.863, -0.543, -4.785], [-5.146, -1.258, -3.770], [-5.446, 0.308, -4.612], [-4.764, 2.089, -1.749], [-5.962, 1.528, -2.948], [-5.667, 0.593, -1.435], [-3.657, -0.793, -0.648], [-1.374, -1.290, 0.200], [-0.119, -2.895, -0.617], [0.916, -4.761, 0.674]], "charge": 1, "orbital_gap_ev": 5.503, "spin_multiplicity": 1, "e_homo_ev": -10.38}

{"formula": "C27H32Cl2I2NO2RuSb2", "method": "the ωB97M-V functional and the def2-TZVPD basis", "symbols": ["Ru", "C", "Sb", "C", "C", "C", "C", "C", "C", "C", "C", "C", "Sb", "C", "C", "H", "H", "H", "H", "H", "H", "H", "H", "H", "H", "H", "H", "H", "H", "H", "H", "H", "H", "H", "H", "I", "C", "I", "H", "H", "Cl", "C", "C", "C", "C", "C", "Cl", "C", "N", "C", "C", "C", "C", "C", "C", "C", "C", "O", "O", "H", "H", "H", "H", "H", "H", "H", "H", "H", "H"], "coordinates": [[0.089, 0.600, -0.173], [1.439, 3.505, -0.677], [2.096, 1.618, -1.564], [2.735, 2.575, -3.381], [4.065, 1.322, -0.561], [4.279, 2.370, 0.439], [4.817, 3.592, 0.019], [5.033, 4.623, 0.905], [4.702, 4.458, 2.251], [4.171, 3.263, 2.688], [3.951, 2.199, 1.809], [3.412, 0.937, 2.339], [1.204, 0.815, 2.196], [0.916, -0.856, 3.504], [0.711, 2.426, 3.543], [2.232, 4.247, -0.748], [1.156, 3.388, 0.374], [0.567, 3.863, -1.231], [3.018, 3.589, -3.135], [1.923, 2.596, -4.098], [3.577, 2.049, -3.807], [4.774, 1.400, -1.380], [4.046, 0.312, -0.162], [5.084, 3.715, -1.022], [5.461, 5.553, 0.567], [4.874, 5.259, 2.952], [3.947, 3.131, 3.737], [3.573, 0.851, 3.410], [3.785, 0.049, 1.839], [1.444, -0.670, 4.435], [1.287, -1.764, 3.034], [-0.148, -0.961, 3.706], [1.311, 2.318, 4.438], [-0.340, 2.355, 3.808], [0.904, 3.394, 3.088], [-2.171, 2.060, -0.818], [-3.419, 0.508, 0.046], [-2.205, -1.152, 0.696], [-4.110, 0.169, -0.721], [-3.945, 0.923, 0.898], [2.475, -5.535, -5.626], [2.059, -3.896, -5.287], [1.190, -3.213, -6.117], [0.864, -1.896, -5.832], [1.456, -1.242, -4.761], [2.361, -1.904, -3.954], [3.255, -0.983, -2.802], [2.650, -3.270, -4.157], [3.549, -3.995, -3.434], [4.050, -3.842, -2.162], [5.394, -4.214, -1.975], [5.997, -4.075, -0.749], [5.257, -3.607, 0.334], [3.909, -3.328, 0.182], [3.274, -3.445, -1.048], [1.791, -3.264, -1.113], [1.330, -1.832, -0.807], [0.381, -1.368, -1.474], [1.900, -1.183, 0.100], [0.783, -3.706, -6.986], [0.180, -1.368, -6.477], [1.244, -0.200, -4.572], [3.929, -4.780, -3.962], [5.959, -4.564, -2.824], [7.035, -4.338, -0.628], [5.725, -3.504, 1.302], [3.322, -3.040, 1.041], [1.339, -3.873, -0.325], [1.360, -3.562, -2.065]], "charge": 2, "orbital_gap_ev": [6.716, 4.147], "spin_multiplicity": 6, "e_homo_ev": [-12.42, -12.70]}

> Look up the charge of the third one.

+2

Please write out number 2 again, unchanged.
{"formula": "C27H32BrN2OS", "method": "the ωB97M-V functional and the def2-TZVPD basis", "symbols": ["C", "S", "C", "C", "C", "C", "C", "C", "C", "Br", "C", "C", "O", "H", "H", "H", "H", "H", "H", "H", "H", "H", "H", "H", "C", "N", "C", "C", "C", "C", "C", "C", "C", "C", "C", "C", "N", "C", "C", "C", "C", "C", "C", "H", "H", "H", "H", "H", "H", "H", "H", "H", "H", "H", "H", "H", "H", "H", "H", "H", "H", "H", "H", "H"], "coordinates": [[3.634, 3.110, 2.068], [2.813, 1.768, 1.148], [2.804, 0.579, 2.528], [1.176, 2.219, 1.142], [0.628, 2.812, -0.021], [-0.812, 3.300, 0.034], [-1.509, 3.497, 1.232], [-2.864, 3.871, 1.193], [-3.508, 4.041, -0.041], [-5.387, 4.328, -0.127], [-2.772, 3.944, -1.238], [-1.427, 3.590, -1.192], [1.307, 2.916, -1.081], [4.687, 2.807, 2.154], [3.521, 4.021, 1.469], [3.152, 3.198, 3.054], [3.777, 0.065, 2.503], [2.679, 1.149, 3.462], [1.973, -0.122, 2.363], [0.595, 2.023, 2.039], [-0.947, 3.337, 2.156], [-3.388, 4.011, 2.131], [-3.258, 4.136, -2.187], [-0.853, 3.508, -2.118], [3.447, -4.147, 3.466], [3.203, -4.532, 2.077], [3.367, -5.946, 1.786], [2.710, -3.626, 1.152], [3.477, -2.464, 0.851], [2.932, -1.469, 0.082], [1.567, -1.547, -0.347], [0.985, -0.399, -0.917], [-0.345, -0.249, -1.407], [-0.525, 0.471, -2.621], [-1.777, 0.629, -3.155], [-2.924, 0.216, -2.429], [-4.183, 0.465, -2.968], [-4.687, -0.304, -4.100], [-5.195, 1.198, -2.230], [-2.767, -0.457, -1.193], [-1.497, -0.725, -0.721], [0.874, -2.783, -0.185], [1.450, -3.816, 0.525], [3.657, -3.071, 3.532], [2.569, -4.356, 4.110], [4.307, -4.725, 3.838], [3.687, -6.080, 0.742], [4.155, -6.332, 2.453], [2.440, -6.526, 1.931], [4.500, -2.395, 1.227], [3.543, -0.620, -0.234], [1.667, 0.457, -1.037], [0.354, 0.901, -3.104], [-1.931, 1.146, -4.104], [-3.863, -0.543, -4.785], [-5.146, -1.258, -3.770], [-5.446, 0.308, -4.612], [-4.764, 2.089, -1.749], [-5.962, 1.528, -2.948], [-5.667, 0.593, -1.435], [-3.657, -0.793, -0.648], [-1.374, -1.290, 0.200], [-0.119, -2.895, -0.617], [0.916, -4.761, 0.674]], "charge": 1, "orbital_gap_ev": 5.503, "spin_multiplicity": 1, "e_homo_ev": -10.38}

> The highest charge belongs to which entry?

C27H32AsN2O3S2W

> What is the formula in the third record?

C27H32Cl2I2NO2RuSb2